An isolated molecule of C3H7N3O2 at a distorted geometry, computed with ωB97M-V with the def2-TZVPD basis set.

* max |F|: 3.51 eV/A
* E_LUMO: 0.661 eV
* SMILES: ONC1=NCCN1O
* HOMO energy: -8.67 eV
* molar mass: 117.11 g/mol

CARTESIAN COORDINATES (ANGSTROEM)
C (-0.6681, 0.0417, -0.0536)
C (0.8871, -1.4410, 0.1067)
C (1.5916, -0.0849, -0.1297)
H (-2.9012, -0.8875, 0.3697)
H (-2.0294, 1.4883, -0.3319)
H (1.1435, -1.8519, 1.1298)
H (1.1169, -2.2525, -0.6772)
H (2.0040, 0.3846, 0.7829)
H (2.3242, 0.0372, -0.9367)
H (0.9842, 2.5897, -0.1651)
N (-1.8682, 0.6310, 0.1898)
N (-0.4966, -1.2248, 0.0726)
N (0.4427, 0.7749, -0.4559)
O (-2.9803, -0.1248, -0.1880)
O (0.4498, 1.9202, 0.2867)

Forces on atoms 1 to 2 (eV/Å):
-0.2529 -2.4751 -0.4942
2.4021 -2.5378 -0.3600

=====

A cluster of 12 separate species, C4H33N2O12S in total at a distorted geometry, computed with ωB97M-V with the def2-TZVPD basis set.

* max |F|: 3.85 eV/A
* E_LUMO (spin up / spin down): 0.044 / -4.887 eV
* spin multiplicity: 2
* HOMO energy (spin up / spin down): -10.08 / -10.06 eV
* molar mass: 333.38 g/mol

CARTESIAN COORDINATES (ANGSTROEM)
C (2.4248, 0.2016, 2.3929)
N (2.4259, 1.6219, 2.2117)
C (2.1160, -0.6710, 1.1148)
C (2.2299, -2.1316, 1.5558)
S (2.2662, -3.2522, 0.1916)
N (0.7856, -0.5595, 0.5172)
C (-0.1047, 0.5806, 0.6737)
O (-0.3310, 0.7689, 2.0652)
H (3.4097, -0.2190, 2.6767)
H (1.8232, -0.0245, 3.2778)
H (2.1691, 1.9736, 1.3008)
H (1.7435, 2.0565, 2.8254)
H (2.9000, -0.3155, 0.4575)
H (3.2120, -2.2506, 2.0649)
H (1.6691, -2.4298, 2.4540)
H (0.9717, -3.5711, 0.0105)
H (0.7503, -0.9830, -0.4338)
H (0.3123, 1.5556, 0.3275)
H (-1.0801, 0.3102, 0.2519)
H (0.6037, 1.5320, -3.9102)
H (-0.7276, 1.0136, -3.8027)
O (-0.0937, 1.2529, -4.5210)
H (0.1117, -0.9545, -2.7452)
H (-0.7559, 0.3610, -1.9621)
O (-0.4017, -0.6944, -1.9759)
H (-1.0835, 2.8272, 2.4081)
H (-0.9955, 2.0116, -2.8217)
O (-0.6463, 1.7196, -1.9782)
H (-3.4818, -0.5445, -1.3354)
H (-3.4938, 0.6193, -0.4806)
O (-3.8236, -0.3344, -0.4527)
H (1.9833, -0.0619, -1.5278)
H (2.2849, -1.3168, -2.0403)
O (2.1755, -0.4170, -2.4026)
H (-2.2260, -1.7828, 0.3602)
H (-3.5629, -1.4578, 0.8230)
O (-2.7936, -2.0299, 1.0978)
H (0.8868, 3.6328, -0.7902)
H (0.9814, 2.1622, -1.1709)
O (1.4062, 2.8392, -0.6028)
H (-1.9686, 2.1904, -0.7354)
H (-2.9865, 2.1177, -1.8024)
O (-2.9351, 2.0796, -0.8412)
H (-0.5475, -2.1337, 1.8332)
H (-1.5240, -2.6912, 2.8180)
O (-0.5974, -2.4243, 2.7465)
H (-0.9724, -2.2462, -1.7744)
H (-1.9309, -3.2402, -2.4975)
O (-1.3995, -3.1304, -1.7069)
H (0.0503, 2.9932, 1.4555)
H (-0.6436, -0.0666, 2.4493)
O (-0.5859, 3.5130, 1.9503)

Forces on atoms 1 to 2 (eV/Å):
-0.1186 -0.8061 -0.1684
-0.1425 0.8078 0.2537

=====

A cluster of 3 separate species, C16H30INO9 in total, computed with ωB97M-V with the def2-TZVPD basis set.

* max |F|: 0.96 eV/A
* E_LUMO: -0.868 eV
* SMILES: NC1=C(I)C(=O)OC1=O.COCCOCCOC.COCCOCCOC
* HOMO energy: -9.01 eV
* molar mass: 507.32 g/mol

CARTESIAN COORDINATES (ANGSTROEM)
N (3.9406, -1.1281, -5.7192)
C (2.6805, -0.5944, -5.6462)
C (2.1571, 0.5636, -6.0806)
I (3.1365, 2.0814, -7.0116)
C (0.7296, 0.5900, -5.7542)
O (-0.0763, 1.4382, -5.8934)
O (0.4159, -0.6363, -5.1681)
C (1.5657, -1.3642, -5.0186)
O (1.6273, -2.4110, -4.4421)
H (4.6568, -0.4119, -5.6467)
H (4.0906, -1.8185, -4.9902)
C (3.6782, -2.3110, -1.7667)
O (3.3069, -0.9809, -1.4688)
C (1.9165, -0.7220, -1.6051)
C (1.4381, 0.2849, -0.5852)
O (1.3220, -0.2202, 0.7360)
C (2.5121, -0.5090, 1.4512)
C (3.2657, 0.7065, 1.9363)
O (3.9524, 1.3584, 0.8833)
C (4.0492, 2.7533, 1.0527)
H (3.6138, -2.5208, -2.8383)
H (4.7063, -2.4471, -1.4348)
H (3.0442, -3.0281, -1.2353)
H (1.3407, -1.6467, -1.4941)
H (1.7284, -0.3159, -2.6062)
H (0.4220, 0.5585, -0.8737)
H (2.0458, 1.1919, -0.6095)
H (3.1686, -1.1770, 0.8916)
H (2.1700, -1.0431, 2.3409)
H (3.9929, 0.3787, 2.6920)
H (2.5592, 1.3937, 2.4162)
H (3.0643, 3.2027, 1.2240)
H (4.4646, 3.1635, 0.1342)
H (4.7092, 3.0153, 1.8879)
C (-6.5721, 1.8278, 3.5096)
O (-5.2568, 1.5695, 3.0795)
C (-4.3150, 1.5096, 4.1341)
C (-3.1749, 0.5743, 3.8102)
O (-3.5010, -0.8005, 3.8938)
C (-4.2472, -1.3826, 2.8404)
C (-3.4507, -1.6526, 1.5863)
O (-3.1861, -0.4613, 0.8714)
C (-1.9459, -0.4751, 0.1969)
H (-6.6825, 2.8527, 3.8840)
H (-7.2268, 1.6955, 2.6504)
H (-6.8788, 1.1285, 4.2957)
H (-4.7975, 1.1767, 5.0604)
H (-3.8989, 2.5127, 4.3048)
H (-2.4154, 0.7230, 4.5815)
H (-2.7294, 0.8260, 2.8452)
H (-5.1433, -0.8013, 2.6114)
H (-4.5640, -2.3520, 3.2328)
H (-4.0306, -2.3362, 0.9498)
H (-2.5142, -2.1518, 1.8616)
H (-1.1265, -0.7340, 0.8721)
H (-1.7767, 0.5318, -0.1810)
H (-1.9611, -1.1750, -0.6486)

Forces on atoms 1 to 2 (eV/Å):
-0.2112 0.5413 0.7694
0.1537 -0.0329 -0.1861

=====

A cluster of 2 separate species, C3H7N4O in total at a distorted geometry, computed with ωB97M-V with the def2-TZVPD basis set.

* max |F|: 2.20 eV/A
* net charge: +1
* E_LUMO (spin up / spin down): -3.703 / -3.703 eV
* HOMO energy (spin up / spin down): -12.98 / -12.98 eV
* molar mass: 115.12 g/mol

CARTESIAN COORDINATES (ANGSTROEM)
C (0.3596, 1.3262, -0.2469)
C (-0.3783, -1.4318, 2.3442)
C (1.0106, 0.1692, -1.0024)
N (-0.6347, 0.8027, 0.3639)
N (-1.0608, -0.4166, 0.0985)
N (-0.9738, -1.0784, 3.3107)
N (-0.1021, -0.8878, -0.8959)
O (0.4449, -1.7029, 1.5645)
H (0.8563, 2.2853, -0.0522)
H (1.2574, 0.3442, -2.0423)
H (1.8013, -0.1826, -0.4038)
H (-1.2093, 1.2520, 1.0558)
H (-1.7923, -1.2369, 3.8707)
H (-0.5705, -1.2872, -1.6920)
H (0.2759, -1.8340, -0.6027)

Forces on atoms 1 to 2 (eV/Å):
1.6702 -0.2408 -0.5154
0.4127 -0.3093 1.6919

=====

A structure of composition C11H44Al2O15P at a distorted geometry, computed with ωB97M-V with the def2-TZVPD basis set.

* max |F|: 2.25 eV/A
* net charge: +3
* E_LUMO: -15.156 eV
* HOMO energy: -17.96 eV
* molar mass: 501.40 g/mol

CARTESIAN COORDINATES (ANGSTROEM)
Al (-15.1212, -8.5496, 22.2094)
Al (-11.8305, -9.1797, 18.4180)
P (-14.4035, -7.1208, 19.1188)
O (-14.3183, -8.6263, 19.4933)
O (-13.4430, -6.9108, 17.9410)
O (-13.8616, -6.5267, 20.4390)
O (-15.9301, -6.8065, 18.9396)
C (-10.5578, -5.9914, 21.1650)
O (-11.3045, -6.7808, 20.2512)
H (-9.7402, -6.6238, 21.5143)
H (-10.2198, -5.0233, 20.7941)
H (-11.1158, -5.7810, 22.0785)
H (-12.2515, -6.6773, 20.4256)
C (-16.1162, -3.8955, 17.0516)
O (-16.8932, -4.5350, 18.0291)
H (-16.6272, -2.9585, 16.8314)
H (-15.1062, -3.5695, 17.3105)
H (-16.1096, -4.5307, 16.1619)
H (-16.4506, -5.3231, 18.3807)
C (-12.2250, -3.4738, 18.0988)
O (-12.3445, -4.6471, 17.3476)
H (-11.4454, -2.8661, 17.6415)
H (-13.1283, -2.8570, 18.0829)
H (-12.0512, -3.7747, 19.1334)
H (-12.8693, -5.3617, 17.7410)
C (-18.2430, -9.7303, 19.3189)
O (-16.9887, -9.2893, 19.7846)
H (-18.1438, -10.4639, 18.5171)
H (-18.8198, -10.2172, 20.1048)
H (-18.8794, -8.8999, 19.0010)
H (-16.5867, -8.7031, 19.1373)
C (-14.9777, -3.4162, 20.8512)
O (-13.7397, -4.0788, 21.0805)
H (-15.0195, -2.4237, 21.2964)
H (-15.2994, -3.4267, 19.8071)
H (-15.7703, -4.0040, 21.3287)
H (-13.7700, -4.9477, 20.6484)
C (-14.9115, -11.4174, 17.8654)
O (-13.5015, -11.6813, 18.0189)
H (-15.4210, -12.3400, 18.1452)
H (-15.2106, -10.6302, 18.5550)
H (-15.1140, -11.1491, 16.8284)
H (-13.2476, -12.5407, 17.6700)
C (-13.5208, -5.5180, 14.5660)
O (-13.7113, -6.7501, 15.2572)
H (-14.1442, -5.5957, 13.6730)
H (-13.9018, -4.6545, 15.1105)
H (-12.4878, -5.3391, 14.2599)
H (-13.7056, -6.5735, 16.2092)
C (-18.3936, -6.0335, 21.2406)
O (-17.0820, -6.4587, 21.3529)
H (-18.9329, -6.7270, 20.5902)
H (-18.8349, -6.1273, 22.2328)
H (-18.5281, -4.9954, 20.9309)
H (-16.7336, -6.4794, 20.4497)
C (-9.1574, -6.4229, 17.3243)
O (-10.5281, -6.7197, 17.4231)
H (-8.9920, -5.6463, 16.5783)
H (-8.7851, -6.0535, 18.2835)
H (-8.5967, -7.3391, 17.1390)
H (-11.1429, -5.9857, 17.2853)
C (-12.5237, -6.2130, 24.4972)
O (-13.4199, -6.2259, 23.3605)
H (-12.8336, -5.3821, 25.1316)
H (-12.4805, -7.1419, 25.0646)
H (-11.4607, -6.0616, 24.3008)
H (-13.2836, -5.4121, 22.8652)
C (-16.7841, -7.8421, 15.8373)
O (-17.5557, -7.2934, 16.9113)
H (-16.1812, -8.6655, 16.2291)
H (-17.4372, -8.2605, 15.0739)
H (-16.1150, -7.0576, 15.4667)
H (-16.9897, -6.9636, 17.6224)

Forces on atoms 1 to 2 (eV/Å):
0.0063 0.7789 -0.8864
-1.1319 1.2510 0.1372

=====

An isolated molecule of C2H5N3O2 at a distorted geometry, computed with ωB97M-V with the def2-TZVPD basis set.

* max |F|: 4.20 eV/A
* E_LUMO: 0.790 eV
* SMILES: NNC(=O)C(N)=O
* HOMO energy: -8.86 eV
* molar mass: 103.08 g/mol

CARTESIAN COORDINATES (ANGSTROEM)
C (1.4335, 0.3804, -0.0248)
C (0.0670, -0.1889, -0.0146)
N (2.2829, -0.3465, 0.7685)
N (-2.2278, 0.3091, 0.5542)
N (-0.9359, 0.8144, 0.1639)
O (1.7182, 1.4981, -0.3753)
O (-0.1225, -1.3801, -0.2083)
H (2.1570, -1.3012, 1.0853)
H (3.2158, -0.0898, 0.6719)
H (-2.9166, 1.0676, 0.4116)
H (-2.5813, -0.5656, 0.0645)
H (-0.6777, 1.7291, 0.4785)

Forces on atoms 1 to 2 (eV/Å):
0.8758 0.1547 2.4154
-2.5328 1.1095 -0.7206